Record 1
Density functional theory data (the ωB97M-V functional and the def2-TZVPD basis) for a cluster of 2 separate species, C3H7NO2 in total.

Last column: Löwdin charge in e.
Element x y z (Å)
O -1.25 -0.54 1.33  -0.069
C -1.27 -0.54 -0.08  -0.277
C -0.42 0.56 -0.71  -0.255
N 1.00 0.19 -0.70  -0.050
C 2.44 0.01 1.33  0.015
O 1.60 0.02 2.11  -0.006
H -0.32 -0.55 1.62  0.037
H -2.32 -0.38 -0.36  0.115
H -0.96 -1.52 -0.49  0.117
H -0.54 1.46 -0.09  0.120
H -0.79 0.80 -1.71  0.107
H 1.22 -0.49 -1.43  0.083
H 1.62 0.98 -0.82  0.063

spin multiplicity	1
relative energy (zero: lowest compared OMol25 entry of this formula, charge and spin)	41.5	kcal/mol
HOMO energy	-9.48	eV
F_max	1.652	eV/A
Kohn-Sham gap	10.50	eV
lowest unoccupied orbital energy	1.023	eV
E	-8808.730	eV


Record 2
Density functional theory data (the ωB97M-V functional and the def2-TZVPD basis) for the molecule C24H33NO5.

Last column: Löwdin charge in e.
Element x y z (Å)
C -4.44 -2.53 0.55  -0.054
C -3.82 -1.26 1.08  -0.252
O -3.22 -0.59 -0.01  -0.088
C -2.54 0.59 0.21  -0.210
C -2.45 1.19 1.46  -0.003
C -1.71 2.34 1.66  -0.036
C -1.03 2.92 0.60  -0.245
C -0.13 4.10 0.82  -0.127
C 1.19 3.64 1.47  -0.161
N 1.82 2.59 0.70  0.085
C 1.79 1.30 1.11  -0.416
O 1.38 0.96 2.20  0.082
C 2.34 0.34 0.13  0.002
C 3.28 0.51 -0.82  -0.101
C 4.12 1.67 -1.21  -0.021
C 3.43 -0.79 -1.53  -0.429
O 4.17 -1.05 -2.44  0.133
O 2.57 -1.67 -0.99  0.106
C 1.86 -1.09 0.10  -0.373
C 0.35 -1.16 -0.16  -0.076
C -0.15 -2.60 -0.18  -0.140
C 0.18 -3.31 1.13  -0.380
C -0.34 -4.74 1.12  -0.067
C 1.69 -3.28 1.34  -0.151
C 2.21 -1.84 1.39  -0.081
C -1.15 2.35 -0.65  0.042
C -1.90 1.20 -0.88  -0.214
O -1.85 0.74 -2.17  -0.049
C -2.90 -0.04 -2.71  -0.235
C -4.23 0.69 -2.74  -0.055
H -3.68 -3.17 0.10  0.065
H -4.92 -3.08 1.35  0.078
H -5.18 -2.30 -0.22  0.079
H -4.59 -0.62 1.54  0.128
H -3.06 -1.49 1.84  0.125
H -2.95 0.75 2.31  0.106
H -1.64 2.76 2.65  0.119
H -0.60 4.83 1.48  0.118
H 0.09 4.59 -0.13  0.112
H 1.88 4.49 1.56  0.121
H 0.99 3.22 2.46  0.120
H 2.03 2.79 -0.26  0.132
H 4.35 2.30 -0.36  0.085
H 3.61 2.26 -1.98  0.094
H 5.04 1.29 -1.66  0.089
H -0.14 -0.60 0.64  0.123
H 0.13 -0.67 -1.11  0.131
H -1.22 -2.59 -0.36  0.103
H 0.33 -3.13 -1.01  0.129
H -0.30 -2.76 1.95  0.144
H -1.42 -4.76 0.98  0.067
H -0.11 -5.24 2.06  0.076
H 0.11 -5.31 0.31  0.083
H 2.18 -3.81 0.52  0.125
H 1.95 -3.78 2.28  0.119
H 1.77 -1.30 2.22  0.118
H 3.30 -1.84 1.51  0.135
H -0.65 2.78 -1.51  0.129
H -2.55 -0.24 -3.73  0.125
H -2.99 -0.99 -2.18  0.109
H -4.12 1.65 -3.25  0.080
H -4.97 0.10 -3.27  0.078
H -4.59 0.88 -1.73  0.070

spin multiplicity	1
relative energy (zero: lowest compared OMol25 entry of this formula, charge and spin)	0.0	kcal/mol
HOMO energy	-8.18	eV
F_max	0.919	eV/A
Kohn-Sham gap	8.56	eV
lowest unoccupied orbital energy	0.378	eV
E	-37152.479	eV